Record 1
DFT (ωB97M-V/def2-TZVPD) results for C44H45FN9O12S2Ti as an isolated structure.

Last column: Löwdin charge in e.
Cartesian coordinates (Å):
Ti1 -1.640 -1.296 -1.036  1.202
C1 -3.916 -2.585 1.465  -0.199
C2 -2.634 -2.119 1.477  -0.238
C3 -1.851 -2.878 0.476  -0.358
C4 -2.795 -3.890 -0.040  -0.236
C5 -4.005 -3.706 0.544  -0.210
C6 -5.248 -4.511 0.318  -0.029
C7 -2.444 -4.912 -1.078  -0.022
C8 -0.500 -3.428 0.925  -0.041
C9 -2.046 -1.122 2.434  -0.032
C10 -5.089 -2.079 2.245  -0.023
H1 -5.402 -5.234 1.125  0.085
H2 -5.197 -5.072 -0.617  0.074
H3 -6.143 -3.887 0.283  0.067
H4 -2.399 -5.919 -0.652  0.085
H5 -1.478 -4.697 -1.533  0.067
H6 -3.187 -4.930 -1.880  0.075
H7 0.106 -3.771 0.083  0.076
H8 -0.651 -4.282 1.594  0.095
H9 0.074 -2.683 1.476  0.058
H10 -1.349 -1.616 3.122  0.082
H11 -2.821 -0.661 3.046  0.072
H12 -1.502 -0.320 1.932  0.059
H13 -5.435 -2.815 2.975  0.085
H14 -5.936 -1.873 1.582  0.071
H15 -4.859 -1.157 2.779  0.069
F1 2.676 0.294 4.026  0.086
C11 2.972 0.097 2.733  -0.210
C12 1.992 -0.310 1.879  0.104
C13 2.313 -0.570 0.546  -0.042
C14 1.270 -0.945 -0.388  -0.252
O1 0.066 -0.729 -0.065  -0.071
C15 1.687 -1.473 -1.631  -0.022
C16 2.990 -1.294 -2.005  0.037
N1 3.940 -0.787 -1.210  0.011
C17 5.207 -0.395 -1.780  -0.275
C18 5.895 -1.335 -2.714  -0.079
C19 6.454 -1.098 -1.340  -0.097
C20 3.630 -0.431 0.096  -0.124
C21 4.586 0.097 0.966  0.075
C22 4.264 0.380 2.274  -0.158
N2 5.226 1.111 3.046  -0.101
C23 4.974 2.560 2.965  -0.134
C24 6.315 3.272 3.181  -0.059
N3 7.251 2.269 3.801  0.035
C25 6.607 1.593 4.971  -0.074
C26 5.435 0.737 4.440  -0.130
C27 0.746 -2.135 -2.594  -0.542
O2 1.123 -2.442 -3.704  0.093
O3 -0.440 -2.387 -2.107  -0.119
H16 0.971 -0.404 2.224  0.137
H17 3.283 -1.563 -3.011  0.152
H18 5.246 0.668 -1.995  0.130
H19 6.395 -0.902 -3.568  0.109
H20 5.437 -2.298 -2.895  0.110
H21 7.355 -0.509 -1.232  0.102
H22 6.337 -1.900 -0.624  0.112
H23 5.581 0.332 0.618  0.120
H24 4.236 2.880 3.704  0.125
H25 4.560 2.805 1.989  0.089
H26 6.237 4.117 3.863  0.137
H27 6.774 3.600 2.251  0.137
H28 8.141 2.694 4.050  0.180
H29 7.396 1.548 3.090  0.176
H30 6.268 2.384 5.636  0.135
H31 7.362 0.999 5.482  0.130
H32 4.566 0.923 5.071  0.123
H33 5.676 -0.325 4.491  0.136
C28 -0.396 2.312 -5.116  0.000
N4 -1.075 1.187 -4.499  -0.103
C29 -1.702 0.151 -5.157  -0.034
C30 -2.098 -0.730 -4.200  -0.075
N5 -1.729 -0.236 -2.973  -0.018
C31 -1.120 0.911 -3.188  -0.110
H34 -0.949 2.623 -5.999  0.093
H35 0.621 2.040 -5.394  0.097
H36 -0.360 3.142 -4.413  0.078
H37 -1.803 0.137 -6.228  0.122
H38 -2.617 -1.668 -4.292  0.122
H39 -0.688 1.541 -2.426  0.118
O4 2.884 4.897 2.092  -0.314
S1 2.121 3.709 1.775  0.627
O5 1.858 2.833 2.892  -0.304
N6 2.845 2.896 0.555  -0.117
C32 2.125 2.933 -0.553  -0.834
S2 2.566 2.218 -2.007  0.630
C33 0.819 3.658 -0.393  -0.229
C34 -0.161 3.907 -1.337  -0.045
C35 -1.317 4.563 -0.938  -0.059
C36 -1.489 4.977 0.379  -0.062
C37 -0.492 4.765 1.323  -0.024
C38 0.645 4.108 0.901  -0.223
H40 0.003 3.592 -2.362  0.064
H41 -2.106 4.746 -1.655  0.110
H42 -2.413 5.455 0.671  0.111
H43 -0.608 5.089 2.349  0.122
O6 -8.139 2.002 0.347  0.075
N7 -8.207 0.959 -0.275  -0.352
O7 -9.245 0.381 -0.542  0.073
C39 -6.949 0.291 -0.620  -0.139
C40 -6.996 -0.913 -1.283  0.073
C41 -5.798 -1.524 -1.608  -0.053
C42 -4.543 -0.997 -1.245  -0.208
O8 -3.439 -1.625 -1.490  -0.130
C43 -4.559 0.273 -0.594  -0.067
C44 -5.752 0.904 -0.288  0.088
N8 -3.378 0.971 -0.299  -0.258
O9 -3.400 2.177 0.021  0.019
O10 -2.183 0.364 -0.302  -0.179
N9 -5.888 -2.753 -2.404  -0.333
O11 -4.948 -3.060 -3.109  0.094
O12 -6.926 -3.386 -2.330  0.068
H44 -7.934 -1.369 -1.558  0.133
H45 -5.736 1.865 0.202  0.128

- Multiplicity: 2
- Charge: 0
- Relative energy (zero: lowest compared OMol25 entry of this formula, charge and spin): 4.6 kcal per mole
- LUMO level (spin up / spin down): -1.309 / -1.309 eV
- F_max: 0.81 eV/A

=====

Record 2
DFT (ωB97M-V/def2-TZVPD) results for a 2-piece molecular cluster, CH7IN3 overall in a non-equilibrium geometry.

Last column: Löwdin charge in e.
Cartesian coordinates (Å):
C1 0.680 -0.210 -0.221  -0.516
N1 -0.057 2.373 -0.501  0.014
N2 0.182 -1.388 -0.218  -0.142
N3 0.813 -2.548 -0.037  0.068
I1 2.748 -0.038 0.204  0.928
H1 0.254 0.920 -0.238  -0.014
H2 0.546 3.093 -0.839  0.054
H3 -0.862 2.587 -1.066  0.061
H4 -0.767 -1.367 -0.587  0.189
H5 -0.296 2.503 0.573  0.143
H6 0.274 -3.357 -0.302  0.129
H7 1.586 -2.723 0.581  0.086

- Charge: +1
- Relative energy (zero: lowest compared OMol25 entry of this formula, charge and spin): 81.2 kcal per mole
- LUMO level: -3.907 eV
- F_max: 3.13 eV/A

=====

Record 3
DFT (ωB97M-V/def2-TZVPD) results for C25H12F5IrN3O3S3 as an isolated structure in a non-equilibrium geometry.

Last column: Löwdin charge in e.
Cartesian coordinates (Å):
Ir1 -0.397 -1.365 0.414  0.977
C1 -0.635 2.794 -1.852  0.028
C2 0.100 1.633 -1.159  -0.423
O1 -0.623 0.622 -1.046  -0.100
C3 1.418 1.612 -0.852  -0.174
C4 2.137 2.825 -1.002  0.008
C5 3.534 2.836 -0.822  -0.050
C6 4.186 1.562 -0.745  -0.054
C7 3.516 0.340 -0.682  -0.011
C8 2.092 0.370 -0.607  -0.354
O2 1.495 -0.788 -0.419  -0.249
H1 -1.740 2.691 -1.612  0.121
H2 -0.343 2.773 -2.869  0.080
H3 -0.299 3.708 -1.406  0.056
H4 1.578 3.701 -1.115  0.085
H5 4.188 3.714 -0.800  0.102
H6 5.238 1.592 -0.568  0.095
H7 3.989 -0.633 -0.435  0.135
S1 -2.564 -1.963 -0.320  0.710
C9 -3.042 -3.091 0.919  -0.698
C10 -4.244 -3.767 0.828  -0.291
N1 -5.298 -4.233 0.840  0.201
C11 -2.242 -3.270 2.036  -0.753
S2 -0.874 -2.406 2.466  0.667
C12 -2.704 -4.275 2.999  -0.246
N2 -3.146 -5.024 3.785  0.181
F1 4.692 -1.668 -3.307  0.164
C13 3.389 -1.813 -3.229  -0.132
C14 2.941 -3.043 -2.735  -0.158
F2 3.786 -4.022 -2.545  0.159
C15 1.575 -3.296 -2.802  -0.068
F3 1.108 -4.415 -2.219  0.121
C16 0.588 -2.210 -3.107  -0.273
O3 -0.614 -2.427 -3.044  0.100
C17 1.213 -0.914 -3.446  -0.151
F4 0.428 0.116 -3.590  0.174
C18 2.533 -0.754 -3.516  -0.162
F5 3.070 0.400 -3.953  0.132
S3 0.219 2.635 3.256  1.072
C19 0.488 1.346 2.113  -0.413
N3 -0.574 0.730 1.694  -0.074
C20 -1.689 1.110 2.366  -0.312
C21 -2.996 0.534 2.206  0.014
C22 -3.993 1.070 3.064  -0.072
C23 -3.763 2.120 3.920  -0.084
C24 -2.485 2.702 4.117  -0.071
C25 -1.493 2.202 3.290  -0.438
H8 1.427 1.203 1.651  0.065
H9 -3.239 -0.322 1.529  0.060
H10 -4.952 0.605 3.103  0.100
H11 -4.557 2.578 4.447  0.094
H12 -2.424 3.574 4.760  0.111

- Multiplicity: 6
- Charge: 0
- Relative energy (zero: lowest compared OMol25 entry of this formula, charge and spin): 16.9 kcal per mole
- LUMO level (spin up / spin down): -0.555 / -2.920 eV
- F_max: 5.69 eV/A